Below is a cluster of 12 separate species, C84H184N8O12 in total at a distorted geometry, with properties calculated with ωB97M-V/def2-TZVPD.

Computed properties:
LUMO   0.41 eV
Charge   0
Frontier orbital gap   8.31 eV
Strongest force on any atom   4.0 eV Å⁻¹
ΔE to the lowest compared entry with this formula, charge and spin   5.581 eV
Total energy   -4651.2391 Eh

```
288
Properties=species:S:1:pos:R:3:forces:R:3
O -13.53785 9.46482 4.26921 -0.1 0.2 -0.1
O -1.33401 4.11212 18.71724 -0.5 0.3 -0.7
O -1.79864 13.32740 21.48292 0.7 -1.4 0.5
O -7.39630 -3.95243 10.52854 -0.1 0.7 0.2
O 4.72113 5.88120 9.22777 -0.2 -0.3 -0.5
O -14.53358 -0.94839 21.74988 0.1 0.2 -0.2
O -14.06238 10.11828 28.44653 0.9 -0.7 -0.1
O -16.44880 18.72192 19.27528 -0.6 -1.5 1.9
O -19.91901 8.65581 15.08300 0.3 0.3 -0.1
O -1.63519 6.53678 28.25980 1.3 1.7 0.3
O -6.74941 20.75894 9.91312 -1.0 1.0 0.8
O -5.76697 9.05840 16.78805 -1.2 0.3 -0.5
N 4.48724 6.68729 10.32722 0.7 1.7 2.0
N -5.66573 19.91655 10.05360 1.4 -1.9 -0.1
N -6.28829 -3.08368 10.37358 1.0 1.2 -1.3
N -7.13714 8.73920 16.46821 -1.8 0.1 -0.2
N -1.94476 14.65837 21.76369 -0.9 2.8 -0.6
N -14.03494 0.00740 20.85669 0.6 2.7 -1.1
N -15.08207 10.08476 27.50954 -2.1 0.3 -1.8
N -16.15678 19.65766 18.35884 1.6 2.4 -2.8
C -5.48626 -3.61917 12.74434 -0.4 0.5 0.6
C -13.81602 11.00933 25.62153 -0.5 -0.2 -0.1
C 6.80786 6.39689 11.12247 -1.8 -0.8 0.6
C -16.00246 18.08426 16.36751 -0.5 -0.6 -0.4
C -14.41919 1.96001 19.26445 1.4 -0.9 -0.5
C -17.18113 9.10434 25.73304 -0.7 0.0 0.5
C -3.69951 19.08964 11.38289 -0.6 -1.1 -1.0
C -2.69725 16.52028 23.23004 -0.3 -0.7 0.2
C -17.28115 20.53382 18.02827 0.1 1.1 0.8
C 5.25744 6.29008 11.49120 2.1 1.4 -0.7
C -1.33544 14.68780 24.22079 0.4 -0.1 -0.3
C 2.98885 8.07743 11.67218 -0.7 0.3 -0.9
C 5.06467 7.30169 12.63319 -0.1 -0.7 0.7
C -8.84262 8.30629 14.69535 -0.7 0.1 0.5
C -18.00295 10.01833 14.54199 0.3 0.4 -1.7
C -3.67568 5.52576 27.83768 0.8 -2.2 0.3
C 3.12202 7.11476 10.50539 -0.1 -1.2 0.0
C -1.43247 16.97521 21.15043 -0.7 0.7 0.9
C -17.48820 9.67149 27.11469 0.2 -0.7 -0.5
C -3.61076 14.18408 23.62098 -0.7 0.9 -0.4
C -2.38980 15.00945 23.15826 1.3 -1.0 -0.5
C -2.04326 2.91048 18.38041 1.0 -0.2 1.4
C -5.44454 -0.74726 9.97236 1.5 -0.3 -0.5
C -13.16982 10.42047 5.26763 -1.0 -0.4 0.3
C -12.69611 -0.30829 20.32666 0.2 -0.2 -0.4
C -5.21241 -3.50390 11.24513 1.6 0.6 -0.9
C -16.30804 9.52223 28.10706 -0.7 0.4 0.5
C -1.67457 17.44257 22.60543 0.6 -0.7 -0.2
C -8.17264 9.40475 17.41304 2.2 -0.3 0.9
C -16.00721 9.78328 25.17948 2.1 1.2 -0.6
C -2.18377 5.25997 28.25000 -1.9 0.6 0.9
C -5.61019 20.03264 12.70525 -0.8 -0.3 0.1
C -7.37719 18.00324 10.45336 -0.2 1.7 0.3
C -12.63823 -1.66862 19.54486 0.3 1.1 0.6
C -4.94392 17.51299 9.80835 -0.2 1.3 1.0
C 4.97472 4.92694 12.01421 -0.3 -1.9 0.2
C -3.00881 2.57217 19.50261 -0.9 -0.1 -0.4
C -0.99686 1.81356 18.15743 -0.1 -0.4 0.0
C -13.24147 1.43805 18.40647 -0.3 -0.6 0.7
C -0.99613 15.28509 19.47308 0.6 -1.7 1.1
C -12.20265 0.82282 19.34809 0.1 0.5 0.0
C -19.18173 9.82157 15.46326 1.1 -0.1 -0.1
C -9.53369 8.96186 17.00982 -0.8 -0.1 -1.1
C -2.04654 4.59479 29.64491 0.6 -1.0 -1.6
C 3.62061 7.64104 12.89992 0.7 -0.7 1.8
C -4.13136 17.64208 11.09531 0.3 0.1 -0.3
C 2.12412 5.91755 10.65998 -0.2 0.5 -0.1
C -7.28041 -1.13293 11.64789 -0.9 0.1 -2.0
C -16.21289 8.03431 28.59116 -0.3 0.3 -0.3
C -18.60119 9.67621 16.85851 -0.3 0.2 0.1
C -14.37129 10.54177 6.27334 1.8 -0.3 -0.6
C -8.17772 10.96161 17.58735 1.2 -0.8 -0.9
C -16.05659 1.53732 21.07417 -0.2 0.7 0.2
C -4.16528 21.46580 11.29406 -1.1 0.4 -1.6
C -6.45348 7.71523 14.27845 0.9 1.0 1.7
C -6.50003 18.44081 8.20399 -1.0 1.0 -0.4
C -17.74917 21.29661 19.27544 0.0 0.1 -0.2
C -7.86629 8.76301 18.79915 -0.2 0.4 0.1
C 2.71468 7.85561 9.27372 -1.3 0.5 -0.5
C -15.87822 21.17747 15.99015 -0.6 -1.2 -0.9
C -7.43563 8.73706 14.99006 2.2 0.3 -0.7
C -7.57124 -1.34548 9.13264 -0.9 -0.2 -0.8
C -4.34642 -1.01268 10.93515 -0.1 1.1 1.1
C -9.85897 9.10942 15.50079 -0.2 -0.8 0.4
C -7.24571 10.12309 14.30038 -0.3 0.1 0.0
C 0.53924 15.37500 21.54049 -0.3 -0.6 -0.9
C -14.03619 18.45232 17.84069 -0.6 -1.1 1.1
C -11.82436 10.02332 5.85485 -0.5 0.1 0.6
C -16.80101 21.62930 17.09741 1.2 0.9 -0.5
C -15.07277 0.82930 20.14141 0.2 -0.6 -1.0
C -6.13304 18.56321 9.69045 1.1 -3.3 -0.5
C -14.02517 8.43645 25.92065 -0.1 -0.2 0.1
C -11.69500 -0.34172 21.54834 -0.9 0.1 -0.9
C -18.46434 19.84429 17.44524 -0.6 -1.1 -0.8
C -15.34307 19.07996 17.27105 2.5 0.7 -0.8
C -6.62630 -1.61166 10.26958 -1.3 -1.1 2.2
C -4.87121 20.10032 11.31114 0.0 0.5 2.0
C -4.64740 -4.82869 10.69547 0.2 0.2 -1.1
C -14.71421 9.81265 26.06683 0.9 -0.3 0.5
C -0.96204 15.50707 21.03534 1.0 1.2 0.2
C -14.74561 20.20406 16.39378 -2.4 2.3 0.5
C -15.86224 -0.11271 19.22478 -0.1 -0.1 -0.1
C -16.67477 10.54552 29.24668 1.0 -0.3 0.1
C -4.00996 -2.46297 11.01765 0.6 -0.8 0.3
H -2.49466 3.60568 29.55033 -0.6 0.0 0.3
H -0.95176 13.68591 24.02810 -0.1 -0.1 0.3
H 1.16052 6.35085 10.39193 -0.3 -0.4 0.1
H -18.43515 22.09271 18.98604 -0.2 -0.1 -0.4
H -19.82842 10.69320 15.36254 -0.1 0.2 0.3
H -4.85935 22.26762 11.04216 -0.5 0.1 0.7
H -16.27276 22.43376 17.60917 -0.2 0.0 0.6
H -15.43470 21.96991 15.38731 -0.3 0.4 0.2
H -6.03758 19.06912 12.98287 0.3 -0.4 -0.4
H -14.47005 11.88104 25.64273 0.2 0.2 0.1
H -0.42787 14.37877 19.26388 -0.1 -0.4 0.0
H -2.79287 16.76535 24.28783 -0.2 0.0 0.1
H -0.45547 16.01945 18.87600 -0.4 0.5 0.4
H -16.60108 0.42133 18.62727 -0.3 0.0 0.3
H -7.16132 -1.54680 8.14293 0.6 -0.2 0.1
H -3.58847 21.51205 10.37034 0.9 -0.2 0.3
H -18.32555 20.65944 19.94618 0.5 0.0 0.4
H 0.80698 15.75760 22.52539 -0.5 0.2 -0.1
H -6.45841 20.69507 12.87784 -0.1 0.4 -0.8
H -7.60434 16.93920 10.38769 0.7 0.0 0.0
H -9.60693 7.91315 17.29786 -0.4 -0.1 -0.2
H -15.58296 2.07776 21.89375 0.3 -0.3 0.2
H -0.22899 2.10721 17.44173 -0.5 0.0 -0.5
H -17.42808 9.12374 14.30255 -0.1 -0.3 0.5
H -0.47192 15.35286 24.20836 -0.2 0.2 0.1
H -2.65601 3.04504 17.48904 0.4 0.5 -0.2
H -14.56259 9.58929 6.76759 -0.2 -0.1 -0.3
H -6.69689 -1.17634 12.56751 0.1 0.1 -0.4
H -5.28797 16.48329 9.71119 -0.4 0.2 -0.1
H -17.74199 10.72943 27.04779 -0.1 0.0 -0.1
H -7.40119 19.04001 8.07374 0.0 0.3 -0.4
H -14.13442 20.87031 17.00262 0.7 -0.5 0.1
H -3.67412 6.03005 26.87135 -0.3 0.3 0.3
H -1.45156 6.67412 27.32759 0.2 0.8 0.1
H -15.08095 2.41694 18.52865 -0.7 -0.1 0.6
H -16.60634 20.67633 15.35234 0.4 -0.4 -0.8
H -7.84092 10.17479 13.38870 0.1 -0.4 -0.3
H -3.20231 19.03731 12.35148 -0.2 0.7 0.1
H -19.44079 9.63727 17.55253 0.4 -0.3 0.5
H -2.42394 5.12271 30.52067 -0.1 0.2 -0.4
H -17.67374 22.05928 16.60591 -0.1 0.2 0.2
H -5.46543 7.85466 14.71710 0.2 0.6 0.1
H -11.32225 0.55720 18.76289 -0.1 -1.0 0.0
H -11.57026 -1.80547 19.37516 0.0 -0.5 -0.2
H -11.89438 -1.22470 22.15553 0.3 -0.1 0.0
H 3.32026 8.70678 8.96241 0.8 -0.6 -0.1
H -4.43726 14.14529 22.91141 0.1 0.3 -0.3
H 3.92577 4.80905 12.28602 0.1 0.0 0.2
H -4.24295 17.68625 8.99182 0.0 0.2 -0.2
H -5.27931 -4.62944 13.09736 0.4 0.2 0.2
H 5.43077 6.77940 13.51709 0.3 0.2 0.1
H 5.66009 8.21095 12.55056 0.0 0.0 -0.5
H -5.05999 -0.96158 8.97522 -0.2 0.0 -0.3
H -3.67558 16.65621 22.76907 -0.1 0.3 -0.1
H -14.79343 7.67766 25.77189 -0.1 -0.2 0.4
H -3.38166 -2.66440 10.15003 -0.7 -0.5 -0.7
H -11.83263 8.98913 6.19906 -0.2 0.0 0.0
H -16.04835 10.39387 30.12573 -0.3 -0.3 0.3
H -11.75364 1.64307 19.90815 -0.4 0.2 0.6
H -14.21870 17.45392 18.23817 -0.3 -0.1 0.3
H -1.85058 14.74816 25.17948 0.4 -0.1 0.2
H -13.08898 11.39186 4.77982 0.1 0.3 0.0
H 7.24563 5.96382 12.02186 0.7 0.2 -0.2
H 5.19312 4.09272 11.34750 -0.1 0.3 -0.7
H -5.76073 18.73837 7.46034 0.3 0.3 0.4
H -7.62912 -0.13528 11.38110 0.2 0.5 0.7
H -0.37908 1.55304 19.01683 -0.4 0.4 0.7
H -9.97536 10.13423 15.14822 0.3 0.2 0.2
H -16.93269 7.82739 29.38311 0.1 0.3 0.2
H -1.96307 18.46548 22.84732 -0.4 0.2 -1.0
H -5.63004 0.32379 10.05325 -0.7 -0.1 -0.3
H -16.89611 21.85473 19.66128 0.0 -0.5 0.8
H -20.64174 8.56776 15.70871 -0.1 -0.1 0.0
H -10.82817 8.64168 15.32764 -0.2 0.1 0.1
H -16.21270 10.81813 24.90568 -0.4 0.2 0.3
H -3.65726 -5.05920 11.08866 -0.3 -0.3 0.6
H -9.00763 7.24984 14.90700 0.2 -0.1 0.2
H -1.48846 0.87441 17.90355 0.1 0.0 -0.5
H -2.01362 15.10400 19.12662 0.0 0.4 0.0
H -6.23356 7.94661 13.23623 -0.8 -0.4 -0.2
H -1.00029 3.99741 19.61004 0.0 0.0 0.1
H -3.24020 -2.62422 11.77235 -0.3 -0.1 0.6
H -16.91366 0.98621 21.46121 0.4 -0.6 0.1
H -15.77024 9.34905 24.20821 0.5 -0.2 0.0
H -6.84400 8.87406 19.16065 0.1 0.3 -0.3
H -12.91541 9.61911 3.55483 -0.1 -0.3 -0.3
H -6.83250 17.45306 7.88476 0.2 -0.3 0.6
H -2.44483 13.12971 20.80104 -0.2 0.0 0.0
H -4.25293 5.97034 28.64837 0.4 0.7 -0.2
H -11.85342 0.54768 22.15823 -0.1 0.1 0.0
H -8.22244 -1.67067 11.75516 0.1 -0.4 0.3
H -12.92469 11.21396 26.21462 -0.3 -0.3 0.5
H -16.52850 2.34902 20.52053 0.0 0.0 -0.4
H -17.05451 8.02247 25.77333 0.2 -0.1 0.1
H -6.61588 21.24868 9.09832 0.3 0.0 -0.1
H 7.10687 7.43341 10.96663 0.0 -0.2 -0.1
H 1.91695 8.17220 11.84581 -0.1 0.6 -0.2
H -13.57958 0.72617 17.65349 -0.2 -0.4 0.2
H -18.35667 9.11046 27.45982 0.0 0.2 0.6
H -10.66367 -0.30914 21.19708 0.0 -0.3 0.0
H -16.67705 17.46058 16.95405 0.1 -0.4 -0.2
H -8.98868 8.42726 13.62196 -0.1 0.0 0.0
H -17.98006 9.26155 25.00841 -0.4 0.0 0.3
H -13.05313 -2.50304 20.11026 0.0 0.1 0.0
H -8.50705 9.24826 19.53540 -0.1 0.0 0.1
H -6.22003 10.34814 14.00812 0.0 0.0 0.4
H -8.26271 18.49297 10.04822 -0.1 0.1 -0.1
H -5.31976 -5.68630 10.67197 0.0 0.0 0.8
H -7.14313 11.25450 17.76604 0.0 0.3 0.0
H -17.72850 10.62166 29.51493 0.0 -0.5 0.0
H -18.51749 18.82169 17.81884 -0.2 0.0 0.1
H 7.00045 5.75731 10.26109 0.3 0.1 0.1
H -15.89418 19.04493 19.98919 -0.2 -0.6 0.6
H -15.22712 7.70276 28.91740 0.1 0.4 0.1
H -1.00753 4.29849 29.78899 0.2 0.6 0.3
H -13.38654 8.29541 25.04866 0.2 0.6 -0.1
H -13.41412 10.92332 24.61198 -0.3 -0.4 -0.2
H -13.99687 2.74656 19.88983 -0.2 0.1 0.3
H -1.58865 4.80477 27.45836 -0.6 -1.4 0.2
H 5.60688 4.64244 12.85537 -0.1 0.5 0.4
H -3.74314 3.35758 19.68147 0.2 0.4 -0.1
H -0.77462 17.66931 20.62739 0.3 -0.3 0.0
H -16.51476 7.34744 27.80046 0.1 0.1 -0.3
H -14.16635 -0.54034 22.53743 -0.4 -0.6 0.7
H -8.77294 11.32497 18.42506 -0.2 -0.4 -0.1
H -0.71285 17.42645 23.11819 0.2 -0.6 0.3
H -13.14221 -1.56710 18.58370 0.0 -0.1 0.0
H -13.62356 19.02755 18.66951 0.0 0.3 -0.1
H 3.09328 6.79766 13.34570 0.0 -0.2 0.0
H -10.24001 9.55660 17.58903 -0.2 -0.2 0.1
H -6.57924 6.67506 14.57901 -0.9 -0.1 -0.7
H 2.50337 7.10496 8.51216 0.1 0.5 -0.5
H -14.27281 19.94984 15.44514 0.3 -0.7 0.5
H -12.80672 2.21185 17.77377 0.1 0.4 0.4
H -15.21129 17.51594 15.87844 -0.1 -0.4 0.2
H -7.31107 -4.49480 9.74103 -0.3 -0.1 -0.1
H 3.58038 8.42890 13.65207 -0.1 0.1 0.1
H -15.24045 10.90232 5.72320 0.0 0.0 0.3
H -2.37796 17.00323 20.60880 -0.2 0.2 0.0
H -5.42862 8.17294 16.94000 0.3 0.0 0.2
H -3.94953 14.79028 24.46115 -0.4 -0.3 0.2
H -3.25145 17.02725 10.90599 0.3 0.0 0.4
H -2.96151 19.40239 10.64422 0.1 -0.1 -0.1
H -7.36169 18.37154 11.47914 0.1 -0.5 0.2
H -4.59408 17.22952 11.99184 -0.4 -0.1 -0.1
H -8.08170 7.69505 18.83316 -0.1 0.0 -0.3
H -4.42758 -4.68516 9.63756 -0.1 0.3 -0.2
H -16.36541 11.53663 28.91487 -0.2 0.1 -0.4
H -17.93079 8.81782 16.90107 -0.5 -0.4 0.1
H -7.75382 -0.27113 9.10954 -0.5 0.0 0.1
H -4.89474 -2.83249 13.21268 0.4 -0.5 0.5
H -18.35045 19.79057 16.36253 -0.2 -0.2 -0.1
H -17.92580 10.49349 17.11151 -0.4 0.4 0.0
H -7.68889 10.94213 14.86684 0.5 0.0 0.4
H 0.87813 14.33942 21.51148 -0.4 -0.3 0.2
H 1.80472 8.40437 9.51648 -0.6 -0.4 -0.1
H 2.33149 5.09596 9.97436 0.2 0.2 -0.2
H 2.03862 5.45313 11.64237 0.1 0.4 0.2
H -19.40733 20.34355 17.66801 0.1 0.1 0.0
H -2.55085 2.36202 20.46917 0.2 -0.3 -0.1
H 1.22252 15.80611 20.80880 -0.1 0.6 -0.1
H -13.23737 18.24715 17.12802 -0.3 0.6 -0.5
H 5.23369 6.50601 8.70960 0.1 -0.4 -0.6
H -14.07480 11.01245 28.79570 0.0 0.2 -0.1
H -14.03630 11.21617 7.06144 -0.4 0.3 0.0
H -11.01883 10.11528 5.12631 0.0 0.2 0.0
H -11.65158 10.65472 6.72639 0.4 0.1 0.0
H -3.63761 21.69230 12.22054 0.1 -0.1 -0.3
H 3.47010 9.02527 11.43112 -0.4 0.3 -0.5
H -15.25256 -0.64204 18.49252 0.3 0.1 0.2
H -4.70958 -0.56482 11.86017 0.1 -0.4 0.6
H -6.47148 -3.38255 13.14613 -0.4 -0.2 -0.8
H -8.49741 -1.92004 9.11816 -0.2 0.2 0.5
H -17.29713 10.77713 14.87987 -0.1 -0.1 0.5
H -13.44489 8.19432 26.81101 0.0 0.0 0.0
H -4.96635 20.28988 13.54631 0.6 0.0 -0.3
H -3.63896 1.75589 19.14945 0.2 -0.5 0.4
H -16.31238 -0.87175 19.86456 -0.3 0.0 -0.2
H -3.49305 -0.37290 10.71036 0.4 -0.3 -0.2
H -16.55120 18.52380 15.53458 -0.3 0.2 0.2
H -18.27877 10.40537 13.56106 -0.4 -0.1 -0.1
H -8.51562 11.41757 16.65673 -0.1 0.2 0.2
H -3.50178 13.15326 23.95806 0.8 0.1 0.0
H -4.17727 4.56500 27.72167 -0.1 -0.2 -0.4
```
Positions in Å, forces in eV/Å.

Mulliken atomic charge list, values in e, 8 entries: O -0.549; O -0.549; O -0.477; O -0.482; O -0.485; O -0.462; O -0.481; O -0.451